1.
Here is a molecular structure, C36H26N4O2PPtS from the OMol25 dataset. Energies are from the ωB97M-V functional and the def2-TZVPD basis.

The spin multiplicity is 1. The value obtained for the lowest unoccupied orbital energy is -4.58 eV. As for the charge: +1. As for the energy relative to the best compared isomer or geometry (same formula, charge and spin): 276.12 kJ/mol.

CARTESIAN COORDINATES (ANGSTROEM)
N -2.0200 0.7735 2.2200
C -2.3684 0.4606 -4.7367
H -0.6322 -1.7234 1.2992
C 0.3715 4.8624 1.2750
C -4.0657 -3.7513 3.0547
C 2.6710 -1.4099 2.0337
C 3.6323 0.6107 -1.4786
H 0.5054 5.1298 2.3141
H -0.2392 3.7946 -2.3292
H -0.7446 2.9665 3.0355
H 0.7003 -4.7965 -2.6387
C -3.6873 -2.3208 1.1795
C 2.6733 -2.0376 3.2689
H -0.7329 -3.3973 -4.8503
H -3.7551 -2.1009 0.1230
H -4.6496 -4.2229 1.0325
C -0.6349 -1.2559 -4.3240
C -0.8593 2.7948 1.9719
C -3.4783 -2.8312 3.8944
O -2.5200 -0.0817 0.1127
P 1.3157 -0.4744 -0.2825
H -3.3953 -3.0078 4.9582
C -2.5291 -0.1563 1.3990
C -0.3061 -2.5787 -4.2921
H -4.4498 -4.6753 3.4676
C 1.4824 -1.3108 1.3120
C 0.8644 5.6660 0.2560
C -2.4610 0.9950 -3.3675
H 5.3277 1.5381 -2.4006
C 4.6509 2.6443 -0.6922
C -4.1793 -3.5010 1.6850
H -1.7527 -0.9235 -6.1693
H 3.7676 3.5180 1.0597
C 1.4381 -1.7600 -1.4882
H -3.0833 0.8691 -5.4429
C 0.6582 5.2933 -1.0582
N -1.4714 1.7728 1.4987
H 5.4136 3.4059 -0.7855
H -0.6155 -2.8411 3.4958
H 3.5887 -0.9994 1.6319
H 1.5052 -3.0378 4.7630
C -0.0348 4.1218 -1.3200
C 3.7262 2.7082 0.3424
C 0.3007 -1.8264 1.8477
C 4.6022 1.5963 -1.6001
H 3.6089 -0.2088 -2.1861
H 1.5869 -3.7084 -0.3712
H -3.4776 1.1775 -3.0277
C 1.3384 -3.1825 -1.2790
C 0.9034 -3.7583 -2.4298
C 1.4959 -2.5595 3.7924
Pt -1.5101 1.5886 -0.4764
S 0.2479 1.0060 -2.8887
H 2.0285 1.7832 1.2704
C 1.0788 -1.5662 -2.8368
H 3.5964 -2.1206 3.8272
C -3.0829 -1.3661 2.0115
C -2.9845 -1.6248 3.3908
H -2.1943 0.0445 3.7983
O -2.4379 -0.7771 4.2735
H 1.0181 5.8951 -1.8797
C 2.7016 0.6743 -0.4469
C -0.3090 3.7037 0.9547
C 0.2623 -0.5912 -3.4216
C 0.3083 -2.4568 3.0833
C -1.5006 1.2416 -2.4785
N -0.4983 3.3396 -0.3475
H 1.3975 6.5772 0.4916
N 0.7644 -2.7812 -3.4031
C -1.6209 -0.5628 -5.1563
C 2.7489 1.7332 0.4600

Results of the Mulliken charge analysis, in e, for atoms 1 through 8: number 1, N, carries -1.215; number 2, C, carries -0.593; number 3, H, carries 0.364; number 4, C, carries -0.917; number 5, C, carries -0.393; number 6, C, carries -0.562; number 7, C, carries -0.239; number 8, H, carries 0.434

=====

2.
Here is a molecular structure, C36H27AsBr2N8Na from the OMol25 dataset. Energies are from the ωB97M-V functional and the def2-TZVPD basis.

The spin multiplicity is 1. The value obtained for the lowest unoccupied orbital energy is -3.17 eV. As for the charge: +1. As for the energy relative to the best compared isomer or geometry (same formula, charge and spin): 305.31 kJ/mol.

CARTESIAN COORDINATES (ANGSTROEM)
N -2.1525 -0.1303 0.4286
H 4.5615 -2.3049 3.2726
H 4.6558 -1.7394 -2.9192
C 5.7314 3.9172 0.0566
C 3.7308 -0.1376 -3.9862
H -3.8886 -2.1264 2.4722
C -4.1823 -1.6806 -0.9658
C 4.0612 -0.8415 -2.8413
H 4.0708 -0.4925 -4.9471
C -4.6374 1.0392 -0.4365
N -0.5185 -2.2924 -0.4894
H 5.4824 -3.5109 1.3350
H 1.9498 2.3962 -2.6105
Br -1.7539 -6.7752 -0.1182
H -3.1012 -1.2074 6.1934
H 6.7770 4.8836 1.6544
H 0.7786 -5.2635 0.3865
C 4.6702 -2.1564 -0.1029
C -2.5574 -0.8160 1.4226
C -1.8139 -0.5210 2.6695
C -1.2554 -4.9539 -0.2558
H 1.3849 1.4927 2.7095
N -0.6438 0.0914 2.5166
N -1.9446 0.9201 -1.5369
C -4.1219 -0.1508 -1.1566
C 3.3871 -0.3238 0.8029
H -4.8642 -2.1767 -1.6556
H 5.3307 3.9288 3.4101
H -5.2405 -2.7928 0.5968
H -4.2683 0.0390 -2.2299
C -3.6613 -1.7538 1.4848
C 4.3728 -1.9425 2.2736
C 3.8811 2.5179 0.6914
C 2.9726 1.0209 -3.9103
H 5.0898 -2.6889 -0.9429
C 0.0385 -4.5522 0.0551
H -3.1819 -4.2906 -0.9326
H -1.7034 -0.4520 6.9217
C 5.9650 4.2258 1.3857
Br -6.2542 1.0382 0.5302
H -2.1344 2.9123 -1.6841
H 1.3332 -2.8483 0.1843
C -2.5962 2.0008 -1.3342
C -2.1719 -4.0077 -0.6816
C -3.8659 2.1271 -0.6244
C 3.6376 -0.3824 -1.5999
H -4.1451 3.0932 -0.2350
H 4.5197 2.8317 -1.3361
C -2.6784 -1.6730 -1.3983
H 3.2083 -0.2707 2.9415
H 2.7270 1.5643 -4.8104
H 3.4834 2.4203 2.8040
C -1.6952 -0.4707 4.9129
H 6.3613 4.3365 -0.7140
C 5.1539 3.6885 2.3720
C -0.0527 0.4452 3.6708
C 2.8726 0.7937 -1.5250
C 4.6933 3.0687 -0.2921
C 4.1152 2.8430 2.0260
C -4.4052 -2.1245 0.4363
C 0.3425 -3.2079 -0.0623
N 1.1170 1.0986 3.6024
H 1.4605 1.4887 4.4637
C -1.7485 -2.6855 -0.8046
C -2.6042 -0.2050 -0.9099
As 2.4060 1.2698 0.2877
C 4.8923 -2.6202 1.1819
N -2.2054 -0.7610 6.1078
Na -0.0879 0.1263 -0.0341
C 3.9239 -1.0016 -0.3064
H -2.5932 -1.7130 -2.4858
C 3.6162 -0.7960 2.0847
C 2.5378 1.4843 -2.6783
N -0.5396 0.1894 4.8777
N -2.3793 -0.8432 3.8135

Results of the Mulliken charge analysis, in e, for atoms 1 through 8: number 1, N, carries -0.486; number 2, H, carries 0.440; number 3, H, carries 0.430; number 4, C, carries -0.719; number 5, C, carries -0.717; number 6, H, carries 0.522; number 7, C, carries 0.122; number 8, C, carries -0.686

=====

3.
Here is a molecular structure, C36H27Br2CrN9S3 from the OMol25 dataset. Energies are from the ωB97M-V functional and the def2-TZVPD basis.

The spin multiplicity is 2. The value obtained for the lowest unoccupied orbital energy (spin up / spin down) is -10.04 / -9.51 eV. As for the charge: +3.

CARTESIAN COORDINATES (ANGSTROEM)
C -2.7731 1.5679 -1.4709
C 0.3842 -4.3241 2.8571
C 0.0765 0.7533 -5.1234
H 1.1112 2.2857 -6.2370
Cr 0.0008 -0.1750 0.4755
C -6.0135 -2.7565 -2.5109
H -4.6284 -0.1858 2.5395
H 0.9309 -5.0806 0.9327
H 3.5608 -1.4661 -3.1812
C 0.8710 1.8782 -5.2645
S -1.7421 4.0211 -0.6728
H -3.1392 2.1569 -2.3111
N -1.6821 -1.1267 -0.1225
H 2.6314 -1.4060 1.8646
C 1.8583 -3.5979 -1.1933
C 2.5435 3.0842 1.2133
C -0.2117 0.2852 -3.8484
C 1.2629 -2.6435 -0.3904
Br 3.3930 -4.4426 -3.4328
N 0.3135 -1.8391 1.6135
C 2.1821 3.6511 -4.0952
C 2.1967 -0.9397 -1.6175
C 3.4076 -0.6508 1.8412
N -3.9765 -1.4216 0.2670
H -6.4370 -1.8389 -0.6124
H -0.1554 -1.0575 3.4663
N -1.3917 0.4801 1.8783
H 1.7508 -4.6528 -0.9891
C 1.4660 2.3299 0.8851
H 0.1938 4.9571 0.4874
H -2.9097 -3.3396 -3.7405
C -2.6239 -0.0483 1.7461
H -2.4174 0.6099 -1.8423
C -5.0279 -3.1866 -3.3842
N -0.6136 1.7874 -0.2223
N 1.3459 -1.3183 -0.6566
C -3.3499 -2.4254 -1.8568
C 0.0581 -1.9684 2.9241
Br 0.4553 -6.0008 3.6888
H 1.4085 2.3935 -1.9734
C -3.6870 -3.0076 -3.0637
C -2.1389 1.6907 3.7973
C 2.8677 -1.8240 -2.4333
H -7.0555 -2.8790 -2.7703
H 3.9238 -0.6406 2.8012
C 2.8479 0.6954 1.5420
H -4.7418 -1.2383 0.8948
H -1.9063 2.3851 4.5919
N 1.6388 0.9646 1.0785
C -3.4032 1.1331 3.6798
C 0.6727 -4.2003 1.5021
H -0.1697 1.7526 2.9427
N 0.2487 0.8591 -2.7336
C -1.6803 2.3068 -0.7782
H -5.2932 -3.6697 -4.3138
S -1.6350 -2.2213 -1.4342
N 2.8283 4.5919 -3.9668
H 4.1472 -0.9304 1.0874
C -5.6684 -2.1737 -1.2994
C -2.7734 -0.9269 0.5712
C 2.6339 -3.1872 -2.2726
H -0.8387 -0.5868 -3.7070
H -0.3100 0.2421 -5.9936
C 1.3544 2.4845 -4.1080
C 0.6713 -2.9442 0.9228
H -4.1859 1.3780 4.3848
S 3.8126 2.0911 1.7776
C 1.0195 1.9311 -2.8743
C -1.1664 1.3334 2.8817
C -3.6453 0.2516 2.6365
H 2.3544 0.1206 -1.7268
H -3.6209 1.4093 -0.7996
C -4.3327 -2.0209 -0.9650
C -0.2544 4.0336 0.1586
C 0.1002 -3.1726 3.5888
H 2.6673 4.1515 1.1279
H -0.0757 -3.2176 4.6539
C 0.2103 2.7660 0.3030

Results of the Mulliken charge analysis, in e, for atoms 1 through 8: number 1, C, carries -1.021; number 2, C, carries -0.470; number 3, C, carries -1.089; number 4, H, carries 0.546; number 5, Cr, carries -0.016; number 6, C, carries -0.692; number 7, H, carries 0.600; number 8, H, carries 0.616

=====

4.
Here is a molecular structure, C36H27Cl2N3O8S3Y from the OMol25 dataset. Energies are from the ωB97M-V functional and the def2-TZVPD basis.

The spin multiplicity is 1. The value obtained for the lowest unoccupied orbital energy is 2.13 eV. As for the charge: -1. As for the energy relative to the best compared isomer or geometry (same formula, charge and spin): 53.15 kJ/mol.

CARTESIAN COORDINATES (ANGSTROEM)
C 5.6272 -3.0640 0.1167
H 3.9537 2.8820 -0.5736
C 3.6682 -1.9126 -0.7340
H -4.3627 4.0899 -1.8837
C 0.4005 0.7143 -2.7497
C -1.1235 -4.4454 3.4269
C -4.1762 1.9716 -1.4842
O -1.5774 -2.3523 -0.8085
H -5.0678 1.5518 -1.9247
C -4.8231 -1.3838 1.4209
C -1.2751 4.6658 3.5407
H 1.2962 3.7920 -6.1424
C 0.5602 3.3231 -5.4997
C -1.0289 2.8519 1.8734
H 1.2337 -4.8689 0.6378
O 1.5275 -2.5772 0.0604
Y 0.0622 -0.9155 -0.2124
O -0.5387 0.1604 -2.0697
O 2.6709 -4.1837 1.9770
C 0.9563 2.3535 -4.5915
C 3.4474 -3.5353 1.0356
O 1.4663 -0.6854 2.1203
H -2.4833 3.4244 4.8285
H 6.6909 -3.2598 0.0863
H 2.4072 4.3174 -2.1398
H -2.7616 3.3697 -4.8283
H 2.5566 -6.0128 0.9997
H -1.2088 5.6021 4.0732
O -0.7004 0.6869 0.9287
C -0.7982 2.0213 0.5999
H 0.3674 -3.5001 4.6833
C -0.1782 -3.4791 3.7514
C -1.3238 2.1002 -3.8721
C 0.0143 1.7407 -3.7677
H 2.2783 -0.6732 4.2369
C 2.8137 -2.6542 0.1190
H 1.3116 -5.6729 2.2269
N -0.5684 -2.4144 1.6622
H -4.6688 -1.5410 0.3605
C 2.0572 3.6518 -1.3625
C -0.7783 3.6948 -5.5897
C 3.1401 -0.9081 -1.6441
C -2.5725 3.4601 -0.7349
O 1.6095 -1.3723 4.2431
S -0.4891 4.4757 2.0313
C -1.7740 2.4815 2.9499
C 2.8749 2.9165 -0.5677
H -5.1492 -2.2931 1.9072
H -2.0458 1.6109 -3.2311
C -1.7652 -4.3856 2.2026
C -2.1675 -3.1472 -0.0027
Cl -6.0888 -0.1493 1.6419
C -1.9148 3.5232 3.9131
O -3.2334 -3.7356 -0.1511
H -2.5056 -5.1101 1.8938
C -2.0423 2.2857 -0.2810
H -2.2034 1.4943 3.0393
H -0.1325 3.8960 -1.6220
C 0.4812 2.5267 -0.0799
H 5.2196 -4.4643 1.7220
C -1.4577 -3.3409 1.3415
H 1.9940 2.0635 -4.4937
C 1.8991 -5.2438 1.4169
C 4.8051 -3.7519 1.0176
N 1.6796 0.4718 -2.6405
C 0.6754 3.4249 -1.0809
C 5.0493 -2.1464 -0.7345
C 0.0681 -2.4865 2.8234
S -3.0552 0.9631 -0.6897
S 1.9969 1.9494 0.5361
H -2.1214 4.4259 -0.5499
H -1.3487 -5.2410 4.1263
C -3.7984 3.2811 -1.4383
N 1.9338 -0.4825 -1.6528
H 3.8272 -0.4725 -2.3716
Cl -3.2829 -0.8926 2.1182
C 1.1076 -1.4240 3.0005
C -1.7180 3.0837 -4.7716
H -1.0852 4.4579 -6.2955
H 5.6664 -1.5780 -1.4231

Results of the Mulliken charge analysis, in e, for atoms 1 through 8: number 1, C, carries -0.694; number 2, H, carries 0.531; number 3, C, carries 0.439; number 4, H, carries 0.457; number 5, C, carries 0.156; number 6, C, carries -0.894; number 7, C, carries -0.773; number 8, O, carries -0.578

=====

5.
Here is a molecular structure, C36H27ClN3O4S4SbW from the OMol25 dataset. Energies are from the ωB97M-V functional and the def2-TZVPD basis.

The spin multiplicity is 2. The value obtained for the lowest unoccupied orbital energy (spin up / spin down) is -5.16 / -6.44 eV. As for the charge: +1.

CARTESIAN COORDINATES (ANGSTROEM)
C -2.3419 0.2609 3.3735
C -1.4912 -2.1673 -1.7178
H -1.2633 1.0988 -3.3230
H -2.8464 2.5627 -4.5651
H -2.6912 1.4860 0.9818
C -2.2695 4.4559 -1.8216
C -1.3988 3.5634 -1.2095
C 1.9404 2.8593 4.6290
C 3.6149 -2.5517 -1.5142
H -1.7962 -1.1921 -2.0802
H -0.3685 -1.8480 -3.9405
C -4.2485 1.0026 5.2342
C 0.7461 -0.9925 1.8952
Sb 1.1852 -0.7138 -1.3554
C 0.1743 -3.5851 -0.6858
C -1.5821 2.0538 -2.9160
S -0.2826 2.5685 3.1005
H -4.0745 2.4540 1.4891
O 1.1205 0.2884 1.7751
C -2.0077 -4.4597 -1.2156
N -1.0653 2.3842 -1.7342
H 2.9930 -3.0555 -2.2465
C 5.2080 -1.2235 0.3416
H -0.4474 -5.5859 -0.2642
H 3.1037 0.6101 -3.3474
O 1.4034 -1.9119 1.5045
H -3.4900 4.7657 -3.5500
C -3.1562 0.2538 5.6355
H -1.0810 -2.0674 2.0773
O -0.5864 0.2516 -0.1626
C 1.0953 2.6586 5.7579
H -5.2268 2.0007 3.6247
H 5.8196 -0.7062 1.0689
C -0.2110 -2.3619 -1.2108
H -4.2813 0.7669 1.0064
C 0.7060 -1.2896 -5.7033
C -3.4311 1.0370 2.9612
H -2.5054 5.3936 -1.3377
C -2.4566 2.8748 -3.6068
C 2.4300 0.0774 -4.0091
C 2.6676 0.0607 -5.3738
C 1.4110 2.8113 3.3731
H -3.3765 -3.0804 -2.1399
C 3.3361 3.0164 4.8495
C -3.6242 1.4633 1.5319
H 1.9895 -0.6308 -7.2874
H 6.6753 -2.7277 -0.0784
H 5.2603 -3.9066 -1.7231
S 1.8692 1.6619 -1.0602
Cl -5.4473 1.4498 6.3863
C 4.8889 -3.0201 -1.2259
C -2.8073 4.0958 -3.0450
C 3.9371 -0.7476 0.0616
H -1.3530 -0.6867 5.0405
N 4.4651 3.1223 5.0430
C 1.3307 -0.6004 -3.4909
C 3.1519 -1.4148 -0.8672
C -4.3749 1.3976 3.9120
W 0.2407 1.5311 0.6338
C -2.3863 -3.2254 -1.7282
C -0.7383 -4.6325 -0.6853
C 0.4699 -1.2917 -4.3350
H -3.0374 -0.0221 6.6734
C 1.8037 -0.6193 -6.2219
H 1.1667 -3.7182 -0.2764
S 2.2787 2.9685 1.9007
H -2.7097 -5.2825 -1.2298
H -0.4206 -1.4632 3.6070
C 5.6823 -2.3605 -0.2999
H 3.5286 0.5809 -5.7721
S -0.6388 3.8662 0.3468
H 0.0305 -1.8183 -6.3630
C -0.6019 -1.2148 2.5623
H 3.5699 0.1334 0.5732
N 0.4173 2.4615 6.6670
O -1.3863 -0.0526 2.4017
C -2.2084 -0.1212 4.7003

Results of the Mulliken charge analysis, in e, for atoms 1 through 8: number 1, C, carries 0.025; number 2, C, carries -0.634; number 3, H, carries 0.367; number 4, H, carries 0.449; number 5, H, carries -0.222; number 6, C, carries -0.948; number 7, C, carries 0.798; number 8, C, carries 0.699

=====

6.
Here is a molecular structure, C36H27CrF6N4O5 from the OMol25 dataset. Energies are from the ωB97M-V functional and the def2-TZVPD basis.

The spin multiplicity is 2. The value obtained for the lowest unoccupied orbital energy (spin up / spin down) is -0.97 / -0.89 eV. As for the energy relative to the best compared isomer or geometry (same formula, charge and spin): 0.00 kJ/mol.

CARTESIAN COORDINATES (ANGSTROEM)
C -0.6139 -3.2831 -0.0073
C -0.4982 5.0168 5.2901
C -1.4494 -0.3761 -1.2374
H -0.4528 5.2677 7.4062
C -2.3837 1.4423 -4.6220
C -0.3103 -4.4125 4.0439
H 4.9501 -0.0835 1.9002
C -0.4309 2.2836 5.7939
F 2.1730 -1.6786 -0.6092
C -1.4524 3.1306 -6.0584
C -1.1159 0.9327 -4.3611
H -3.2669 0.9921 -4.1839
C -0.4661 2.7277 4.4564
H -0.3951 2.8208 7.8488
C -0.8641 -1.5681 -4.3461
H -0.3821 -3.6835 6.0591
N -0.4807 0.4837 3.6687
O -0.3321 -2.3197 1.0203
C -0.4270 3.1826 6.8287
C -0.5241 3.7160 1.8111
C 0.2835 -1.8477 -5.0831
C 3.0812 1.2673 0.3654
H -3.5497 2.9128 -5.6528
H -2.8554 -2.2386 -3.8822
C 2.9311 -0.1170 1.0492
H -0.7078 -4.6982 -6.6329
C -0.4532 2.3089 2.0263
C -0.3541 -2.7499 2.3373
C -0.7534 -3.8240 -5.9962
C -0.4384 -1.7490 3.2952
N -0.4743 -0.4047 2.7923
H -0.4019 1.2224 5.9931
C -0.5026 4.1097 4.2112
H 1.1425 -1.1948 -5.0046
H 1.2405 -3.1758 -6.4585
Cr -0.1155 -0.2305 0.8531
H 0.6823 3.0812 -6.2650
C 3.9116 -0.1663 2.2294
H -0.5239 6.0799 5.0772
F 2.9028 2.2365 1.2862
H -2.7601 -4.2046 -5.3355
F 4.2196 -1.0241 -0.8032
C -0.5410 4.5695 2.8567
N -0.1027 -0.2880 -1.2400
C -0.3777 -3.4206 5.0104
H -0.5439 4.0580 0.7845
H -0.5819 5.6383 2.6777
H -2.9781 -0.3486 -2.6246
O -0.4120 1.5646 0.9527
H -0.4863 -1.2953 5.3682
C -2.5535 2.5332 -5.4634
H -1.5808 3.9856 -6.7097
H -0.2353 -4.8567 1.9469
O -2.0313 -0.4478 -0.1265
C -1.9004 -3.5485 -5.2686
C -0.4381 -2.0874 4.6346
H 3.7758 -1.1054 2.7563
H -0.2643 -5.4547 4.3322
F 2.1615 1.4555 -0.5843
C -0.1857 2.6239 -5.8070
O 1.4513 -0.0950 -2.9521
C -0.4601 4.5664 6.5819
H 3.6810 0.6530 2.9034
O 1.6605 -0.2490 1.5376
H -1.5831 -3.7401 0.1777
C -0.2940 -4.0809 2.6953
F 3.6539 -2.3866 0.7735
C 0.3370 -2.9691 -5.8983
H 0.9775 1.1537 -4.7679
H -0.6184 -2.7453 -0.9461
C -0.9448 -0.3048 -3.4769
C -0.4535 1.8097 3.3330
H 0.1765 -4.0296 -0.0302
C 3.2564 -1.3004 0.0788
N -1.9901 -0.4149 -2.4666
F 4.2869 1.4704 -0.1811
C 0.3249 -0.2020 -2.5459
C -0.0154 1.5317 -4.9679
C -1.9527 -2.4278 -4.4484

Results of the Mulliken charge analysis, in e, for atoms 1 through 8: number 1, C, carries -0.949; number 2, C, carries -0.910; number 3, C, carries -0.512; number 4, H, carries 0.388; number 5, C, carries -0.257; number 6, C, carries -0.674; number 7, H, carries 0.385; number 8, C, carries -0.213